{"formula": "C33H44Al2Br2F5Li2O16P2", "method": "ωB97M-V/def2-TZVPD", "charge": -1, "lumo_energy_ha": -0.1590, "gap_ev": 0.85, "homo_energy_ev": -5.18, "species": ["C", "C", "C", "C", "C", "C", "C", "C", "F", "C", "C", "C", "C", "P", "O", "O", "O", "C", "O", "C", "O", "C", "O", "C", "C", "C", "C", "C", "C", "C", "C", "O", "H", "H", "H", "H", "H", "H", "H", "H", "H", "H", "H", "H", "H", "H", "H", "H", "H", "H", "H", "H", "H", "H", "Li", "C", "O", "H", "H", "H", "O", "C", "O", "C", "C", "C", "H", "H", "H", "H", "H", "H", "H", "H", "Al", "C", "C", "O", "C", "H", "H", "H", "H", "H", "H", "O", "P", "O", "O", "O", "Br", "C", "C", "Br", "H", "H", "H", "H", "Li", "O", "H", "F", "Al", "F", "F", "F"], "positions_angstrom": [[-0.128, -6.151, 3.794], [-1.400, -6.225, 2.806], [-2.732, -5.528, 3.372], [-2.573, -3.930, 3.639], [-3.130, -3.048, 2.425], [-2.034, -2.419, 1.457], [-0.548, -2.948, 1.516], [0.585, -2.404, 0.578], [1.901, -2.924, 0.684], [0.190, -1.292, -0.426], [-1.284, -0.725, -0.490], [-2.416, -1.294, 0.427], [-3.919, -0.780, 0.350], [-4.518, 0.200, 1.850], [-3.413, 0.720, 2.770], [-5.382, 1.561, 1.238], [-5.705, -0.737, 2.677], [-1.508, 0.449, -1.546], [-2.579, 0.626, -2.263], [-0.238, 1.440, -1.728], [-0.361, 2.871, -1.929], [0.400, 3.465, -0.830], [1.230, 4.378, -1.075], [0.217, 3.003, 0.701], [1.183, 1.986, 1.412], [0.978, 1.507, 2.880], [-0.271, 2.092, 3.640], [-1.220, 3.112, 2.953], [-0.997, 3.571, 1.489], [1.105, 0.923, -1.694], [1.298, -0.660, -1.420], [2.205, -1.338, -1.965], [0.795, -6.421, 3.145], [-0.163, -6.951, 4.630], [0.082, -5.105, 4.212], [-1.614, -7.350, 2.631], [-1.114, -5.796, 1.782], [-3.589, -5.763, 2.656], [-2.977, -6.029, 4.374], [-1.522, -3.656, 4.001], [-3.273, -3.718, 4.538], [-3.889, -3.687, 1.842], [-3.701, -2.166, 2.897], [-0.216, -3.758, 2.266], [-4.180, -0.164, -0.591], [-4.589, -1.747, 0.301], [-6.257, 1.557, 1.714], [-5.508, -0.751, 3.645], [2.066, 1.552, 0.830], [1.669, 0.739, 3.391], [-0.488, 1.752, 4.707], [-2.131, 3.556, 3.499], [-1.692, 4.314, 0.946], [2.036, 1.565, -1.842], [-5.883, -0.951, -0.932], [-0.945, -0.578, -4.751], [-1.104, -1.294, -5.844], [-0.666, 0.487, -4.877], [-1.817, -0.484, -4.069], [-0.166, -0.916, -4.035], [1.261, 8.374, -3.812], [0.965, 7.335, -4.358], [0.986, 7.249, -5.703], [0.836, 6.024, -6.437], [-0.626, 5.690, -6.645], [0.484, 6.156, -3.560], [1.391, 5.212, -5.962], [1.308, 6.192, -7.409], [-1.142, 5.530, -5.695], [-0.732, 4.788, -7.252], [-1.138, 6.515, -7.147], [-0.580, 6.277, -3.350], [1.036, 6.128, -2.619], [0.656, 5.196, -4.042], [-2.433, 2.239, -0.550], [5.948, 1.049, -2.282], [4.938, 1.795, -3.109], [3.794, 1.961, -2.716], [5.391, 2.329, -4.441], [5.483, 0.723, -1.350], [6.297, 0.169, -2.826], [6.788, 1.704, -2.043], [5.714, 1.505, -5.081], [6.207, 3.040, -4.298], [4.558, 2.843, -4.927], [-6.021, -5.684, 2.522], [-6.368, -6.714, 3.606], [-7.717, -7.363, 3.283], [-6.452, -6.013, 4.965], [-5.276, -7.788, 3.660], [9.237, 0.902, -1.963], [9.954, 1.497, -0.252], [9.138, 0.966, 0.901], [7.471, 1.956, 1.103], [9.995, 2.586, -0.286], [10.971, 1.102, -0.217], [9.668, 1.106, 1.844], [8.872, -0.086, 0.791], [-6.497, -3.398, -2.351], [11.206, 1.406, -4.982], [10.543, 0.980, -4.441], [-5.442, -3.022, 9.669], [-6.043, -3.846, 8.214], [-6.690, -5.437, 8.660], [-4.707, -4.047, 7.058], [-7.327, -2.868, 7.470]], "forces_ev_per_a": [[0.63, -0.54, -0.97], [-0.06, -0.42, 0.40], [0.94, -0.18, 0.21], [-1.21, -0.90, 0.65], [0.51, 0.65, 0.19], [2.31, 0.73, -1.82], [0.02, 2.10, -2.06], [-3.48, 1.00, 0.00], [-3.60, 1.54, -0.38], [-0.70, -0.76, 1.35], [0.87, -1.51, 1.05], [3.44, -1.15, -0.06], [-0.75, -1.20, -0.48], [0.58, 1.92, 4.07], [-2.45, -1.60, -2.61], [-0.34, -3.08, 0.87], [2.10, 1.93, -1.85], [0.35, -0.61, -0.58], [2.79, -0.57, 2.09], [3.52, -2.57, -0.09], [0.17, -1.25, 2.29], [3.90, 3.58, 0.60], [-4.08, -4.23, 0.66], [-1.16, -1.48, 2.80], [-2.09, 0.67, 1.55], [-3.14, 2.98, -1.88], [0.68, 0.98, -3.35], [2.32, -1.05, -1.62], [2.47, -2.33, 1.20], [-3.00, -0.53, 0.42], [0.81, -0.93, -0.94], [-3.44, 2.75, 2.32], [-1.34, 0.41, 1.13], [-0.18, 1.59, -1.24], [-0.47, -1.51, -0.36], [0.23, 1.88, 0.24], [-0.37, -0.49, 1.34], [1.00, 0.54, 1.14], [0.23, 0.77, -1.48], [-1.46, -0.24, -0.74], [1.14, -0.25, -1.47], [1.07, 0.95, 0.72], [0.86, -1.29, -0.88], [-0.90, 1.47, -1.34], [1.19, -0.57, 1.24], [1.15, 1.26, 0.43], [1.01, 0.20, -0.53], [-0.05, -0.01, -0.69], [-1.46, 0.84, 0.87], [-1.24, 1.50, -1.10], [0.30, 0.59, -1.75], [1.74, -0.99, -0.85], [1.26, -1.15, 1.30], [-1.27, -0.94, -0.07], [-0.07, 0.35, 0.14], [0.85, 0.75, -0.40], [-0.18, 0.08, 0.52], [-0.13, 0.31, -0.46], [-1.04, -0.31, 0.28], [0.06, -0.72, 0.31], [-0.13, -0.57, -0.69], [-0.15, 0.46, 0.53], [0.38, 0.31, -0.25], [-0.19, -0.10, 0.03], [-0.20, 0.02, 0.10], [0.44, -0.41, 0.18], [-0.09, 0.07, 0.07], [0.04, 0.21, 0.20], [0.08, -0.09, -0.04], [0.02, 0.06, 0.03], [0.13, -0.07, -0.04], [0.05, 0.00, -0.04], [-0.21, 0.19, -0.12], [-0.18, 0.00, -0.05], [-0.92, 0.99, 0.48], [-0.59, 0.11, 0.20], [-0.34, -0.11, 0.23], [0.28, 0.08, -0.14], [-0.45, 0.20, -0.06], [0.06, 0.03, -0.12], [0.19, 0.16, -0.03], [-0.13, -0.19, -0.19], [0.21, 0.09, 0.07], [0.13, -0.20, -0.07], [0.10, -0.08, 0.08], [0.23, 0.12, 0.25], [0.44, 0.07, -0.58], [0.42, 0.01, 0.65], [-0.54, -0.02, -0.50], [-0.45, 0.06, -0.35], [0.38, 0.04, 0.23], [0.17, -0.21, -0.22], [0.02, 0.14, 0.21], [0.00, -0.08, -0.01], [-0.07, -0.18, 0.06], [-0.12, 0.03, 0.06], [-0.02, 0.01, -0.13], [0.07, 0.18, -0.08], [-0.03, -0.54, -0.13], [0.35, 0.25, -0.32], [-0.33, -0.24, 0.29], [-0.55, -0.71, -1.44], [-0.17, -0.48, -0.06], [0.69, 1.74, -0.35], [-1.12, 0.43, 1.05], [1.29, -0.75, 0.69]]}